1.
# C16H47FN9O2P2

A cluster of 3 separate species, C16H47FN9O2P2 in total (the ωB97M-V functional and the def2-TZVPD basis, the OMol25 dataset).

Geometry as XYZ:
```
77
Properties=species:S:1:pos:R:3:forces:R:3
C -3.885142 2.312467 -3.920524 0.5262 -0.5663 -1.5789
N -4.379891 2.645647 -2.526502 2.5380 -1.8139 2.8391
C -3.858517 1.674845 -1.490395 -1.0310 -1.2945 -1.4121
N -4.100553 0.320906 -1.738850 0.5750 3.3935 0.5146
N -3.150245 2.020897 -0.199568 -1.4491 0.5207 -2.1324
C -1.718381 2.460985 -0.409597 1.5264 0.5868 -0.1685
C -0.677057 1.262459 -0.826535 0.9409 0.5515 0.2510
F -0.911972 0.683915 -2.178631 -0.1030 1.2808 2.6606
H -4.398406 1.362952 -4.402851 0.7782 2.0405 1.2720
H -4.133409 3.215347 -4.628089 0.6086 -1.7872 1.5446
H -2.732173 2.072249 -3.880950 -2.2624 0.6992 -0.2920
H -4.156309 3.647850 -2.258629 -0.2576 -1.8329 -0.3368
H -4.700335 0.022746 -2.545297 1.0169 0.5989 1.0530
H -3.689724 -0.443451 -1.149493 -0.4911 0.9991 -0.4561
H -3.669898 2.832067 0.248309 0.6692 -1.3208 -0.8045
H -1.668231 3.373786 -1.157446 0.1557 -1.9411 1.2514
H -1.326186 2.887836 0.633875 -0.9085 -1.1289 -2.2579
H 0.403485 1.767884 -0.872912 -2.3869 -1.1702 0.0530
H -0.662977 0.379004 -0.029891 -0.2903 1.8843 -1.9304
O 2.937276 3.442593 -0.908870 0.7562 2.8296 -3.6216
P 4.409009 3.870122 -0.688050 -1.0004 -5.3887 7.3749
N 4.915314 2.226013 -0.650751 0.6251 -1.6863 -0.8362
C 5.871860 1.589665 0.241307 0.3488 0.2101 0.2985
C 4.889142 1.551574 -1.951512 -0.6187 0.1008 -0.2240
N 4.085062 4.371597 0.941165 -0.6178 0.6992 0.4563
C 4.754429 3.866305 2.130348 0.7603 0.5946 0.1163
C 2.683127 4.642405 1.303325 0.0983 0.3704 -0.6480
N 6.100876 4.361598 -0.434200 -0.9623 2.7455 -2.7106
C 6.189768 5.835462 -0.248658 0.1479 0.7656 0.6704
C 7.009923 4.097655 -1.570570 0.4752 -0.6690 -0.3187
H 6.897958 1.948881 0.122279 0.1818 0.0267 0.0861
H 5.904529 0.504314 0.090724 -0.2163 0.2153 -0.3500
H 5.597034 1.693990 1.287597 0.0096 0.2440 -0.0649
H 5.628849 1.964422 -2.642012 0.1559 -0.1676 -0.2187
H 3.908838 1.662331 -2.422829 0.0285 0.1161 0.0612
H 5.068731 0.473371 -1.875035 0.0458 0.2436 0.2443
H 4.357478 2.893993 2.435111 -0.0283 -0.0996 0.0091
H 4.608595 4.553140 2.974393 -0.1474 -0.0185 -0.1630
H 5.838436 3.800698 2.011006 -0.1933 -0.1585 -0.1927
H 2.124318 3.713756 1.448819 -0.1366 -0.0828 -0.0164
H 2.186731 5.242029 0.528879 0.1200 -0.3756 0.1748
H 2.610653 5.232486 2.223713 0.3731 -0.1466 -0.0076
H 5.805304 6.362284 -1.130298 0.2770 0.0773 0.0678
H 7.227370 6.147948 -0.074114 -0.1310 -0.2896 -0.2244
H 5.626882 6.190501 0.619332 -0.0325 -0.3881 -0.2312
H 6.594863 4.480759 -2.509269 0.2582 0.0440 0.0388
H 7.228473 3.037236 -1.699844 -0.3313 0.0112 0.1096
H 7.991076 4.561797 -1.408781 -0.3935 0.1159 0.1350
O -3.626066 -3.132211 -0.442652 4.3172 2.1321 0.1037
P -3.008995 -3.984464 0.693319 -8.4420 -4.0391 0.1178
N -3.393690 -5.437841 -0.143659 0.4401 -1.2841 -1.2505
C -3.931818 -6.679068 0.390626 -0.0543 -0.1908 0.5033
C -2.567783 -5.695775 -1.326403 -0.0367 0.5541 -0.3934
N -4.321365 -3.617314 1.767400 -0.2821 0.9277 0.3416
C -5.185566 -4.594881 2.411639 0.3818 -0.2434 0.8593
C -5.143908 -2.435380 1.456960 0.5844 0.1599 -0.0937
N -2.299627 -4.964191 1.999202 2.8140 2.9124 -0.1161
C -1.896145 -4.095199 3.137911 -0.2369 0.2852 0.9777
C -1.052737 -5.676385 1.645065 0.2473 -0.7828 -0.3935
H -3.254677 -7.199685 1.073646 0.0232 -0.1229 0.1490
H -4.174126 -7.390806 -0.407150 0.2691 0.3655 -0.1463
H -4.880540 -6.534837 0.900782 0.1478 0.1557 0.1190
H -1.526205 -5.896101 -1.062996 0.1892 -0.2027 -0.1507
H -2.572158 -4.830693 -1.994996 -0.0067 0.0341 0.1157
H -2.930284 -6.541091 -1.921932 -0.0960 0.1163 0.3250
H -5.953790 -4.967523 1.728403 -0.0301 -0.0279 -0.0640
H -5.705820 -4.143413 3.266586 0.0698 0.1181 -0.1780
H -4.631777 -5.435161 2.836923 0.0186 0.0751 -0.3095
H -5.836678 -2.638597 0.635621 -0.0510 0.0710 -0.1013
H -4.512789 -1.577456 1.189791 -0.1925 -0.3007 -0.0488
H -5.728818 -2.111273 2.324946 0.1338 -0.3571 0.0675
H -1.152674 -3.355233 2.817993 0.1092 -0.1678 0.2228
H -1.472787 -4.691192 3.956625 0.0253 -0.0559 -0.3842
H -2.736676 -3.549942 3.576660 0.0367 -0.2038 -0.4010
H -0.326104 -4.999897 1.181849 0.0958 -0.1702 0.1790
H -1.221878 -6.513852 0.967565 -0.2350 0.2496 -0.0923
H -0.590502 -6.129857 2.531048 -0.2474 0.3537 -0.0429
```
Forces are in eV/Å.

The total charge is +1. For the LUMO energy, the calculation gives -3.837 eV. The calculated total energy is -56141.41010 eV. The calculation puts the largest force on an atom at 9.36 eV/A. As for the multiplicity: 1.

Mulliken population analysis, charges in e, atoms 1 to 8: -0.791 -0.282 0.142 -0.092 -0.276 -0.370 -0.066 -0.323

2.
# C22H47AlBr4Cl4FGaKNO11P

A structure of composition C22H47AlBr4Cl4FGaKNO11P (the ωB97M-V functional and the def2-TZVPD basis, the OMol25 dataset).

Geometry as XYZ:
```
94
Properties=species:S:1:pos:R:3:forces:R:3
C 5.441505 -3.828554 5.128201 -0.4481 0.5831 -0.3436
C 4.869427 -3.199889 3.725777 0.7497 -0.6606 0.8542
O 4.586093 -1.731933 3.860943 -1.0196 -1.8877 -1.7070
C 3.669755 -1.459918 2.742205 0.1882 0.1274 -1.1852
C 3.662204 0.089417 2.207817 -0.1055 -0.8117 -1.3082
Ga 3.928634 1.528008 3.666970 -3.1369 -2.1643 0.5135
C 2.188141 2.718173 3.626928 -0.6569 1.3687 -1.0575
C 0.828423 1.768408 3.736851 0.6103 -0.1773 -0.1764
C 0.333933 1.534153 5.291179 0.5804 -1.3687 -0.0876
C -1.189077 0.912900 5.423369 -0.1411 3.5194 -0.3084
O -1.635320 0.150258 4.247082 -2.3682 -1.7373 2.3095
C -2.964040 -0.474965 4.496338 -3.9455 0.8664 4.7394
C -3.717304 -1.497927 3.433956 1.0108 -0.2126 0.2697
O -3.642709 -0.247398 5.655250 5.2306 -1.2048 -6.8096
P 5.767221 2.944758 3.262294 4.3172 1.8620 2.8960
O 7.129931 2.535208 4.322432 -4.6848 0.6424 -1.8245
Br 5.291689 5.116395 3.800048 0.4324 -1.8235 -0.5530
H 5.582255 -5.006912 5.004560 -0.3725 2.6948 0.3128
H 4.631325 -3.572033 5.965299 1.9518 -0.7413 -1.6994
H 6.474762 -3.328135 5.389965 -2.1571 -1.0647 -0.4228
H 5.702570 -3.292300 2.902882 -1.8063 -0.0650 1.3514
H 3.880074 -3.804412 3.451196 2.0904 1.4124 0.3779
H 4.026649 -2.134497 1.832265 -0.9404 1.3015 1.7626
H 2.596684 -1.800135 3.062162 1.7569 0.6646 -0.6254
H 4.441017 0.229309 1.320069 -1.5096 -0.5079 1.8434
H 2.595124 0.259150 1.699852 2.1617 -0.2687 1.0792
H 4.067976 0.970526 5.157860 0.6040 0.1612 -0.2160
H 2.185674 3.186438 2.529983 -0.2576 -0.7842 2.9202
H 2.217405 3.583537 4.417201 -0.2577 -1.6933 -1.5818
H 1.079020 0.700915 3.275752 -0.6534 2.1516 0.9079
H 0.021548 2.286268 3.049428 1.4697 -0.9811 1.7969
H 0.465231 2.496181 5.967115 -0.6859 -2.1665 -1.6429
H 1.059277 0.699112 5.739340 -1.1751 1.4085 -0.8601
H -1.987624 1.772967 5.641448 1.7950 -2.0056 -0.2707
H -1.184028 0.251486 6.412036 -1.2897 3.3835 -1.4551
H -4.381705 -2.241524 4.078709 1.6267 2.1066 -1.2490
H -2.898802 -2.155263 2.886770 -1.7405 1.5560 0.9018
H -4.416786 -0.932113 2.662024 1.7460 -1.0010 1.7361
H 6.676203 2.286322 5.187471 1.2027 0.1361 -0.7463
C 1.019549 2.103265 -0.868097 -0.8720 -1.4542 0.9264
Br -0.256430 1.261814 0.335197 0.5027 0.3109 -0.5167
Br 2.286406 3.226208 0.090314 0.4316 -1.0179 1.2705
Br 1.918582 0.798895 -1.997126 -0.0789 0.3313 0.3027
H 0.447962 2.760454 -1.531570 -0.8722 -2.5988 1.6078
Al -0.716786 -1.228964 6.562562 0.8535 -2.8515 0.1101
C -6.706484 -4.736037 4.384348 -0.1906 -0.2043 0.2883
Cl -6.414589 -6.422226 4.843936 -0.0123 0.3261 -0.0501
Cl -5.506435 -4.198342 3.196738 -0.2443 -0.2863 -0.0189
Cl -8.346815 -4.541014 3.743370 0.4781 0.0243 -0.0546
H -6.609609 -4.113867 5.277751 -0.0352 -0.2030 -0.3179
N 0.567687 1.940285 -5.161426 0.2033 -0.2898 0.1373
C 0.014619 3.187790 -5.033422 -0.0719 0.0044 -0.1305
C -0.781452 3.415388 -6.133727 0.0276 0.2721 0.3103
C -0.710635 2.262155 -6.951210 0.1510 -0.2619 0.0121
C 0.126947 1.366183 -6.325410 -0.0324 0.1303 -0.0230
H 1.201140 1.510217 -4.500056 -0.2750 0.0585 -0.3527
H 0.235528 3.805728 -4.173443 -0.3006 -0.0337 -0.5455
H -1.352523 4.314373 -6.326170 0.0905 -0.1659 0.0237
H -1.216699 2.102197 -7.894499 0.0025 0.0265 0.1482
H 0.447234 0.372422 -6.608643 -0.0657 0.1803 0.0284
F 9.153185 2.477674 3.789199 -0.6979 0.0914 0.0624
O -11.448635 -3.768948 3.671926 0.2618 0.1887 0.3284
H -11.648076 -2.973995 4.188900 0.0098 -0.2671 -0.2077
H -10.643734 -4.119118 4.082182 -0.4761 0.1077 -0.0374
C -0.538583 -3.975535 -1.658178 -0.0861 -0.3419 0.1097
C -1.599262 -3.014888 -2.171672 0.6684 0.1355 -0.0118
C -1.086722 -2.201501 -3.349427 -0.2583 0.0962 -0.3310
O -1.985887 -2.132857 -1.121070 -0.1411 0.2584 0.3168
H 0.346276 -3.431904 -1.308604 -0.0180 0.0494 -0.1480
H -0.917210 -4.545396 -0.802859 0.0012 0.0425 -0.1839
H -0.231090 -4.678180 -2.438811 0.0100 0.0708 0.1213
H -2.490189 -3.576835 -2.472241 0.0258 0.2127 0.1951
H -0.221230 -1.594911 -3.059844 0.0590 -0.1455 0.0672
H -1.856369 -1.505819 -3.700593 0.0618 -0.1615 0.0205
H -0.795756 -2.850846 -4.180894 -0.0005 0.1069 0.0762
H -1.200893 -1.629703 -0.847657 -0.2894 -0.2704 -0.1922
O -1.845817 5.545320 4.996497 0.7034 -0.4896 -0.1094
Cl -0.448135 5.234987 4.766980 -0.7565 1.9784 0.0030
O -0.277898 4.743632 3.413470 0.1118 -0.3460 -0.1064
O -0.017805 4.218833 5.707574 0.0223 0.0814 0.1781
O 0.349273 6.432027 4.950455 -0.1860 -0.8365 -0.1280
K 1.351924 4.123849 -2.192264 1.0490 4.5149 -3.6538
C -0.299430 1.458348 -11.797274 0.2083 0.3082 -0.0362
C -0.690092 0.837345 -10.465623 -0.2332 -0.3213 -0.6776
C -0.684412 -0.681182 -10.539428 0.1128 -0.2260 0.2600
O -1.991512 1.287506 -10.098362 -0.1969 0.1133 0.1944
H -1.007254 1.175230 -12.584384 0.0848 -0.1234 0.0965
H -0.319829 2.551552 -11.732784 0.0601 -0.1663 0.0426
H 0.704059 1.143957 -12.100287 -0.1234 0.0381 -0.0190
H 0.003912 1.170664 -9.686434 -0.2256 0.0611 0.0004
H -1.405923 -1.040231 -11.281985 0.1326 0.1087 -0.0337
H -0.979448 -1.114255 -9.577634 0.0867 0.0784 -0.0920
H 0.307528 -1.059853 -10.804589 -0.1263 0.0000 -0.0041
H -2.614516 0.996128 -10.784728 0.2841 0.1369 0.3020
```
Forces are in eV/Å.

The calculation puts the relative energy (zero: lowest compared OMol25 entry of this formula, charge and spin) at 3.984 eV. The total charge is +1. For the LUMO energy, the calculation gives -6.634 eV. The calculated total energy is -465121.54315 eV. The calculation puts the largest force on an atom at 8.67 eV/A. As for the multiplicity: 1.

Mulliken population analysis, charges in e, atoms 1 to 8: -0.939 -0.313 -0.145 -0.482 -0.164 -0.028 -0.193 -0.348

3.
# C7H14

An isolated molecule of C7H14 (the ωB97M-V functional and the def2-TZVPD basis, the OMol25 dataset).

Geometry as XYZ:
```
21
Properties=species:S:1:pos:R:3:forces:R:3
C 0.536281 -1.418503 -1.133868 0.1712 0.0213 0.1876
C 0.424738 -0.371761 0.020244 0.0531 -0.3520 0.7132
C 1.707895 0.440199 0.447713 -0.0344 0.3000 -0.5045
C 0.322916 -1.170024 1.333695 -0.5059 -0.4332 0.0803
C -0.972430 0.303148 -0.155774 0.1561 -0.1182 0.2894
C -1.520785 1.266332 -1.192938 0.1894 -0.0670 -0.1275
C -1.326844 1.704087 0.232979 0.0871 0.1360 0.2576
H -0.148741 -2.244526 -0.884841 0.1994 0.1675 -0.0792
H 0.232832 -1.096949 -2.143307 0.2002 0.3891 0.4751
H 1.539845 -1.846639 -1.211420 -0.0283 0.0382 0.0872
H 2.056455 0.153278 1.463192 -0.3686 0.0987 -0.6875
H 2.560378 0.212116 -0.189933 -0.0501 0.3852 -0.3368
H 1.530591 1.510090 0.540908 0.1160 0.1519 -0.4858
H -0.525575 -1.832781 1.253886 -0.3285 -0.4748 0.4154
H 1.242541 -1.746986 1.517684 -0.3813 0.0058 -0.1984
H 0.207274 -0.490260 2.191384 -0.2081 -0.2293 -0.2741
H -1.740391 -0.429269 0.112575 0.2290 0.1739 0.0331
H -0.883873 1.690241 -1.963788 0.0700 -0.0447 0.2029
H -2.552943 1.117437 -1.521825 0.4212 -0.1320 0.0856
H -2.194449 1.872775 0.865535 0.1369 0.0257 -0.1480
H -0.495715 2.377995 0.417898 -0.1244 -0.0422 0.0144
```
Forces are in eV/Å.

The calculation puts the relative energy (zero: lowest compared OMol25 entry of this formula, charge and spin) at 1.750 eV. The structure (SMILES) is CC(C)(C)C1CC1. For the LUMO energy, the calculation gives 1.009 eV. The calculated total energy is -7484.54432 eV. The calculation puts the largest force on an atom at 0.80 eV/A. As for the multiplicity: 1.

natural (NBO) population analysis, charges in e, atoms 1 to 8: -0.606 -0.057 -0.606 -0.584 -0.215 -0.422 -0.423 0.205

4.
# C5H15N2O

A cluster of 2 separate species, C5H15N2O in total (the ωB97M-V functional and the def2-TZVPD basis, the OMol25 dataset).

Geometry as XYZ:
```
23
Properties=species:S:1:pos:R:3:forces:R:3
N -2.988015 0.156035 -0.461319 -0.7516 -0.0285 0.6544
C -1.728834 -0.240596 0.147126 -2.1634 -0.4509 -1.1129
C -1.334683 -1.497729 -0.625420 0.3735 -0.5502 -0.0185
C -0.773205 0.902804 0.038231 1.2355 0.2060 0.3967
N 0.554096 0.329981 -0.388030 -1.2113 1.2904 0.4649
C 1.657330 1.158006 -0.075394 0.4362 0.7112 2.0950
C 2.848132 0.338424 0.439486 0.5054 -1.0302 -0.9098
O 3.367133 -0.506396 -0.558021 -0.1611 0.2291 0.3798
H -1.855872 -0.473293 1.234130 0.3283 -0.0638 -0.0629
H -3.453483 0.959235 -0.044158 0.4053 0.2745 -0.0173
H -3.662456 -0.587602 -0.320103 -0.0105 -0.1580 -0.2874
H 0.300106 -1.088850 1.332485 0.1956 1.4679 -1.5549
H -2.176234 -1.999956 -1.100471 -0.2198 0.0099 0.4455
H -0.691213 -1.260914 -1.466518 0.1053 0.0865 -0.0494
H -0.825163 -2.200642 0.040077 -0.1076 -0.2277 -0.3162
H -0.612820 1.281962 1.053160 -0.0329 0.6201 -0.2501
H -1.145888 1.724345 -0.576737 0.3807 -0.1860 -0.4069
H 0.282688 -0.458449 0.524586 1.4848 -2.0845 1.3164
H 1.413823 1.869849 0.723991 -0.1412 0.1944 -0.1924
H 2.008162 1.768833 -0.913576 -0.2502 -0.4112 -0.5600
H 3.706639 0.916769 0.759914 -0.2533 0.5303 0.1383
H 2.463643 -0.224486 1.313680 -0.0187 -0.0546 -0.0150
H 2.646114 -0.867337 -1.077121 -0.1292 -0.3746 -0.1374
```
Forces are in eV/Å.

The calculation puts the relative energy (zero: lowest compared OMol25 entry of this formula, charge and spin) at 8.073 eV. The total charge is +1. For the LUMO energy, the calculation gives -8.408 eV. The calculated total energy is -10442.48748 eV. The calculation puts the largest force on an atom at 2.88 eV/A. As for the multiplicity: 1.

natural (NBO) population analysis, charges in e, atoms 1 to 8: -0.769 -0.096 -0.628 -0.284 -0.188 -0.333 -0.044 -0.656

Per-record HOMO level, eV: -9.80 -10.63 -10.08 -13.83